# 1
C41H37Cl5OsP2 | ωB97M-V with the def2-TZVPD basis set

Structure (XYZ):
```
86
Properties=species:S:1:pos:R:3:forces:R:3
Os -0.296212 0.540901 1.619498 3.128 3.428 4.685
C 2.003881 1.829829 3.822011 -0.286 -1.320 -0.749
C 1.963507 2.576953 2.707545 -0.834 0.209 -0.621
C 2.730960 2.381120 1.388043 0.947 0.964 -0.242
C 2.589175 1.191374 0.424320 -0.531 -0.891 -0.687
C 1.467708 0.171059 0.647233 1.482 -2.017 0.134
C 1.523201 -0.622174 1.908212 1.474 0.863 -1.886
C 2.796117 -0.521227 2.809527 -0.619 -0.242 0.651
C 2.876671 0.606272 3.886688 0.697 -0.644 0.785
C -1.712074 -0.646963 1.380025 -2.731 -1.486 -0.085
H 1.333261 1.932855 4.695192 0.567 0.704 -0.665
H 1.335544 3.483372 2.708838 0.285 -0.471 0.103
H 3.839299 2.394476 1.528049 -0.783 0.521 0.427
H 2.490042 3.252341 0.747171 0.250 -0.180 0.660
H 2.459482 1.533296 -0.619683 0.041 0.289 0.489
H 3.562051 0.657562 0.383684 -0.669 -0.108 0.155
H 1.261767 -0.428385 -0.290876 0.285 0.917 1.549
H 1.182616 -1.657469 1.884846 -0.298 0.235 -0.200
H 3.807628 -0.485192 2.323081 -1.418 -0.191 -0.687
H 2.780396 -1.497386 3.341890 0.183 0.718 -0.143
H 2.700375 0.056915 4.830770 0.231 0.751 -0.177
H 3.943365 0.942844 3.858626 -0.772 -0.163 0.400
H -2.531204 0.001250 1.729456 -0.448 -0.316 -0.228
H -1.671101 -1.517501 2.021806 0.038 -0.332 0.120
H -1.760653 -0.890366 0.329704 -0.461 -0.288 -0.397
P -0.499494 0.821069 -2.205188 -0.217 2.062 -2.394
P -0.205252 -1.571270 -1.536735 1.020 -3.415 -1.773
C 1.167466 0.322457 -2.643704 0.547 -0.406 -0.872
C 1.338404 -0.974283 -2.320360 0.148 0.523 -0.512
C -1.271086 1.361537 -3.819572 0.247 -0.144 0.584
C -0.486800 1.637277 -4.951542 -0.320 -0.145 0.469
C -1.128229 2.085823 -6.103855 0.008 0.117 0.247
C -2.509616 2.290430 -6.140247 0.662 -0.512 0.572
C -3.256364 1.998365 -5.002610 -0.401 0.233 0.071
C -2.660433 1.563822 -3.830816 0.651 -0.146 0.437
C -0.385007 2.389479 -1.324320 -0.514 0.159 0.996
C -1.103869 2.347967 -0.094256 0.732 1.097 0.215
C -0.933265 3.388127 0.846384 0.497 -0.034 -0.504
C -0.127082 4.493979 0.473959 -0.391 -0.423 0.548
C 0.440629 4.599226 -0.794410 -0.369 -0.247 0.427
C 0.327947 3.537377 -1.700944 -0.092 -0.321 0.287
C -0.743126 -2.694000 -2.931383 -1.038 0.877 0.257
C -1.495380 -2.136406 -3.972609 0.175 0.163 0.086
C -1.896727 -2.930182 -5.040143 0.036 0.035 0.087
C -1.623427 -4.301111 -5.037380 0.201 0.147 0.092
C -0.907236 -4.865748 -3.980758 -0.094 0.326 -0.078
C -0.486315 -4.061647 -2.929853 0.290 -0.293 0.509
C 0.310178 -2.883207 -0.401894 -0.002 0.163 0.892
C -0.712271 -3.466641 0.360239 0.309 -0.225 0.507
C -0.418258 -4.452995 1.306149 0.835 0.395 -0.390
C 0.924975 -4.851794 1.460655 -0.674 0.011 0.347
C 1.936421 -4.281326 0.691752 0.420 -0.076 0.176
C 1.641896 -3.290432 -0.241386 -0.225 0.236 0.181
H 1.815560 0.949885 -3.296822 -0.287 -0.642 0.776
H 2.186884 -1.641889 -2.607917 -0.767 0.753 0.268
H 0.606097 1.551255 -4.904189 -0.596 -0.094 -0.292
H -0.518586 2.294605 -6.961457 0.080 0.145 -0.348
H -2.979368 2.667413 -7.033100 -0.098 -0.023 -0.103
H -4.326127 2.133995 -5.009458 -0.143 0.104 -0.070
H -3.225540 1.424956 -2.890125 0.122 -0.047 -0.793
H -1.902363 1.614077 0.045838 0.115 0.010 -0.028
H -1.388267 3.260872 1.842869 0.139 0.654 -0.707
H 0.040797 5.298973 1.189712 -0.128 -0.201 -0.144
H 0.982292 5.515161 -1.034179 -0.103 -0.361 -0.145
H 0.799338 3.643057 -2.675489 -0.070 -0.287 0.115
H -1.765495 -1.075039 -3.924844 0.090 -0.503 -0.298
H -2.413694 -2.456685 -5.869150 -0.083 -0.231 0.103
H -1.966789 -4.925589 -5.854763 0.060 0.084 0.050
H -0.659652 -5.922111 -3.946806 -0.179 0.118 -0.133
H 0.023146 -4.520178 -2.080402 -0.077 0.083 -0.432
H -1.730676 -3.098057 0.279187 0.055 -0.236 -0.178
H -1.195913 -4.843556 1.952958 0.083 -0.101 -0.157
H 1.163668 -5.578510 2.243401 0.010 0.209 -0.405
H 2.981162 -4.575582 0.875424 -0.593 0.110 -0.237
H 2.442890 -2.798486 -0.795903 -0.189 -0.267 0.185
Cl -2.943570 2.475136 3.398852 0.083 0.317 -0.394
C -1.780968 1.717305 4.433706 0.187 -0.182 0.855
C -0.943443 0.713866 3.907213 -0.477 -0.261 -0.075
C -0.525126 -0.200183 4.895314 -0.362 0.241 0.715
Cl -0.006837 -1.787175 4.422759 0.386 -0.011 -0.089
C -0.726363 -0.007350 6.294192 -0.145 0.329 -0.381
Cl -0.184291 -1.124030 7.457355 0.260 -0.499 -0.032
C -1.404293 1.118493 6.792561 0.183 0.445 -1.363
Cl -1.654546 1.443765 8.454266 0.245 -0.337 -0.308
C -1.926196 1.996277 5.827343 0.128 -0.431 -0.505
Cl -2.788216 3.373674 6.370830 -0.128 0.010 -0.303
```
Positions in Å, forces in eV/Å.

## Properties
Charge: +2
Relative energy (zero: lowest compared OMol25 entry of this formula, charge and spin), kJ/mol: 0.0
Spin multiplicity: 5
Expectation value of S²: 6.03
HOMO (spin up / spin down), eV: -13.17 / -13.16

=====

# 2
C41H37CuF5P2 | ωB97M-V with the def2-TZVPD basis set

Structure (XYZ):
```
86
Properties=species:S:1:pos:R:3:forces:R:3
Cu -0.179396 -0.137365 -0.402138 -0.238 0.042 0.576
C -1.836732 0.808543 -6.862128 -0.177 -0.155 0.304
C -1.830536 -0.480515 -6.503126 -0.360 0.282 -0.689
C -1.050392 -1.539091 -7.263472 -0.254 -0.149 0.374
C 0.356137 -1.123594 -7.747509 0.093 -0.594 -0.087
C 1.180082 -0.290321 -6.805332 0.244 0.389 0.204
C 1.207722 1.045350 -6.757355 0.318 -0.453 -0.563
C 0.385301 1.924675 -7.657596 -0.292 0.315 -0.094
C -1.046131 1.418659 -7.996953 -0.143 0.476 -0.212
C 1.606663 0.394220 0.330255 2.111 1.050 2.111
H -2.502278 1.505683 -6.338026 0.306 -0.308 0.019
H -2.525026 -0.825239 -5.718363 0.411 0.240 -0.386
H -1.646517 -1.834192 -8.154566 0.292 -0.028 0.501
H -0.934767 -2.438466 -6.630021 -0.204 0.338 -0.231
H 0.902006 -2.065671 -7.893980 -0.034 0.208 -0.130
H 0.275980 -0.668983 -8.735227 0.192 0.071 0.156
H 1.852986 -0.854458 -6.157550 -0.094 0.177 -0.057
H 1.974725 1.553292 -6.164007 -0.422 -0.244 -0.067
H 0.927211 2.059118 -8.618270 -0.226 0.086 0.452
H 0.270697 2.928550 -7.211174 0.253 -0.374 -0.090
H -1.603074 2.312208 -8.321558 0.125 -0.301 -0.050
H -1.000344 0.762310 -8.872186 -0.178 0.051 0.282
H 1.194316 1.279036 0.846588 -0.146 -0.575 -0.032
H 2.688418 0.663301 0.209560 -0.781 -0.184 -0.032
H 1.631516 -0.469150 1.018798 -0.084 0.301 -0.314
P -1.627036 -0.659168 -1.940336 0.584 0.772 -0.452
P 1.570617 0.119556 -1.710390 -0.891 -1.263 -1.445
C -0.535492 -0.760303 -3.346128 -0.834 0.005 -0.242
C 0.816667 -0.669474 -3.184209 1.433 0.853 -0.089
C -2.527403 -2.209060 -1.716239 -0.670 -0.628 -0.157
C -2.821610 -3.070512 -2.787995 -0.284 0.017 0.303
C -3.614952 -4.204059 -2.573524 0.089 0.028 0.151
C -4.040339 -4.536728 -1.281194 0.044 0.281 -0.020
C -3.677123 -3.730970 -0.197120 -0.059 0.006 -0.256
C -2.942229 -2.567025 -0.414829 0.073 0.252 -0.362
C -2.805808 0.723929 -2.152147 -0.490 0.106 -0.297
C -2.293516 2.039561 -2.196619 -0.353 -0.493 0.078
C -3.143165 3.117320 -2.420791 0.031 -0.114 -0.072
C -4.507817 2.912978 -2.632878 0.083 -0.554 -0.104
C -5.025277 1.614020 -2.573220 -0.016 0.003 -0.040
C -4.188910 0.520623 -2.323113 0.447 0.220 0.132
C 3.053159 -0.923087 -1.479361 0.299 0.145 -0.016
C 2.857011 -2.180552 -0.889311 0.147 0.060 -0.330
C 3.934564 -3.040569 -0.717171 0.200 0.286 -0.132
C 5.217726 -2.631027 -1.096078 -0.118 0.252 -0.113
C 5.425262 -1.346108 -1.605607 -0.027 0.093 -0.039
C 4.345419 -0.470036 -1.783536 -0.250 -0.403 -0.009
C 2.025393 1.827580 -2.158083 -0.580 0.767 -0.029
C 2.115984 2.869407 -1.207464 0.487 -0.269 -0.037
C 2.735492 4.077701 -1.540526 -0.213 -0.159 -0.212
C 3.121970 4.318002 -2.862240 0.056 -0.202 0.147
C 2.866153 3.360993 -3.848867 -0.078 0.078 0.233
C 2.310537 2.128747 -3.500611 0.175 -0.050 0.233
H -0.954665 -0.902218 -4.346555 0.336 -0.490 0.358
H 1.493058 -1.081544 -3.949294 -0.278 0.038 0.280
H -2.446721 -2.833216 -3.785763 -0.198 -0.073 0.223
H -3.926526 -4.830252 -3.412928 0.232 0.195 0.226
H -4.680842 -5.406672 -1.115007 0.296 0.237 -0.108
H -3.995521 -3.995995 0.813156 0.122 0.104 -0.304
H -2.687637 -1.903146 0.413145 -0.148 -0.267 -0.208
H -1.228732 2.210110 -2.045695 -0.121 -0.034 -0.056
H -2.729928 4.123045 -2.449397 -0.082 -0.161 0.002
H -5.157615 3.746097 -2.889405 0.097 -0.120 0.194
H -6.091873 1.443082 -2.747134 0.372 0.082 0.112
H -4.587569 -0.496204 -2.245632 0.047 0.402 -0.136
H 1.856596 -2.485777 -0.576106 0.220 0.023 -0.159
H 3.772756 -4.027612 -0.300374 0.047 0.062 0.008
H 6.060042 -3.312843 -0.996746 -0.169 0.145 0.036
H 6.433149 -1.016804 -1.882576 -0.401 -0.173 0.163
H 4.494230 0.551872 -2.156333 -0.012 -0.511 0.064
H 1.741575 2.713500 -0.194526 0.367 0.189 -0.433
H 2.925902 4.824624 -0.765268 -0.223 -0.214 -0.300
H 3.629380 5.249855 -3.115331 -0.189 -0.244 0.019
H 3.128390 3.580491 -4.884229 -0.137 -0.128 0.221
H 2.080144 1.384129 -4.259776 0.250 0.106 0.244
F -0.235551 -2.262043 1.983132 -0.462 0.440 0.050
C -1.061966 -1.193978 2.211196 -0.977 0.734 0.646
C -1.147267 -0.152826 1.306619 0.644 0.203 0.174
C -1.870768 0.981149 1.617708 -0.432 -0.917 1.292
F -1.735693 2.121737 0.888910 -0.286 -0.382 -0.033
C -2.709291 0.991965 2.741841 0.262 0.312 -0.531
F -3.502169 2.044658 3.008816 0.151 -0.198 0.085
C -2.691947 -0.095428 3.610451 0.090 0.089 0.218
F -3.450819 -0.073887 4.727747 0.277 -0.008 -0.463
C -1.826026 -1.162466 3.389691 0.419 -0.418 -0.419
F -1.737840 -2.140042 4.313784 -0.111 0.223 -0.233
```
Positions in Å, forces in eV/Å.

## Properties
Spin multiplicity: 2
Expectation value of S²: 0.76
HOMO (spin up / spin down), eV: -4.91 / -8.02